Here is a 11-piece molecular cluster, BH24O10 overall in a non-equilibrium geometry from the Open Molecules 2025 dataset. Energies are from the ωB97M-V functional and the def2-TZVPD basis.

The value obtained for the HOMO energy is -7.36 eV. For the energy relative to the best compared isomer or geometry (same formula, charge and spin), the calculation gives 19.5 kcal per mole. The value obtained for the largest force on an atom is 1.7 eV/A. For the LUMO energy, the calculation gives 2.69 eV.

ORCA input file:
```
! wB97M-V def2-TZVPD RIJCOSX def2/J DEFGRID3
* xyz -1 1
B 11.491 -0.164 -2.785
H 10.672 0.613 -2.560
H 11.349 -1.060 -2.072
H 11.466 -0.465 -3.895
H 12.492 0.308 -2.487
O 14.982 -0.149 -3.172
H 14.095 -0.107 -2.789
H 15.109 0.718 -3.571
O 12.534 0.932 -5.566
H 12.750 0.630 -6.453
H 12.441 0.121 -5.044
O 12.168 2.919 -2.693
H 12.394 2.918 -1.750
H 11.790 2.036 -2.856
O 9.519 0.401 -0.160
H 9.785 0.055 -1.026
H 9.409 1.345 -0.308
O 13.095 -0.148 -0.140
H 13.427 -1.044 -0.294
H 12.433 0.009 -0.851
O 12.862 -2.934 -2.870
H 13.143 -3.322 -3.704
H 12.474 -2.069 -3.116
O 12.774 2.664 0.328
H 11.935 2.807 0.777
H 12.834 1.697 0.227
O 9.128 -3.154 -3.179
H 9.501 -2.666 -3.920
H 9.682 -2.905 -2.429
O 9.875 1.517 -4.827
H 10.569 1.390 -4.161
H 9.267 0.789 -4.680
O 13.532 -3.256 -0.338
H 13.148 -3.123 -1.238
H 14.468 -3.412 -0.498
*
```

---

Here is a 13-piece molecular cluster, BH28O12 overall in a non-equilibrium geometry from the Open Molecules 2025 dataset. Energies are from the ωB97M-V functional and the def2-TZVPD basis.

The value obtained for the HOMO energy (spin up / spin down) is -9.52 / -9.42 eV. For the energy relative to the best compared isomer or geometry (same formula, charge and spin), the calculation gives 18.5 kcal per mole. The value obtained for the largest force on an atom is 4.3 eV/A. For the LUMO energy (spin up / spin down), the calculation gives -0.08 / -6.90 eV.

ORCA input file:
```
! wB97M-V def2-TZVPD RIJCOSX def2/J DEFGRID3
* xyz 0 2
B -0.119 0.038 -0.162
H -0.818 -0.663 0.267
H -0.482 1.035 -0.357
H 0.641 0.151 0.596
H 0.435 -0.339 -1.009
O -0.567 2.958 -3.134
H 0.070 2.605 -2.513
H -0.556 2.342 -3.866
O -2.307 -1.715 2.061
H -3.040 -2.229 2.402
H -1.887 -2.291 1.423
O -2.261 0.218 -2.115
H -1.874 0.482 -2.950
H -1.513 0.115 -1.527
O -1.309 3.512 0.635
H -0.595 4.140 0.525
H -1.475 3.181 -0.248
O 1.587 1.823 -1.521
H 0.998 1.275 -1.003
H 2.310 1.242 -1.758
O -0.968 -3.867 0.934
H -0.373 -3.524 0.267
H -0.932 -4.817 0.822
O 1.419 2.212 1.685
H 1.408 2.944 1.070
H 2.340 1.956 1.737
O 3.882 0.502 1.795
H 4.635 0.576 1.208
H 3.341 -0.186 1.406
O 2.167 -1.740 0.228
H 1.922 -2.367 -0.452
H 1.424 -1.138 0.278
O -3.611 0.777 0.253
H -4.409 0.250 0.278
H -3.447 0.920 -0.679
O 0.720 -0.804 2.908
H 1.321 -0.909 3.645
H 1.239 -1.038 2.139
O 0.092 -2.753 -1.458
H 0.012 -1.808 -1.591
H 0.579 -3.062 -2.222
*
```

---

Here is a 15-piece molecular cluster, BH32O14 overall in a non-equilibrium geometry from the Open Molecules 2025 dataset. Energies are from the ωB97M-V functional and the def2-TZVPD basis.

The value obtained for the HOMO energy is -7.07 eV. For the energy relative to the best compared isomer or geometry (same formula, charge and spin), the calculation gives 17.8 kcal per mole. The value obtained for the largest force on an atom is 3.1 eV/A. For the LUMO energy, the calculation gives 2.35 eV.

ORCA input file:
```
! wB97M-V def2-TZVPD RIJCOSX def2/J DEFGRID3
* xyz -1 1
B 0.112 0.549 -0.435
H -1.096 0.799 -0.221
H 0.871 1.382 0.161
H 0.369 -0.594 -0.124
H 0.257 0.794 -1.592
O 1.566 -3.314 -1.772
H 2.340 -2.870 -2.024
H 1.361 -3.166 -0.842
O 1.692 -0.430 2.671
H 1.567 -0.209 3.617
H 0.851 -0.388 2.234
O -2.541 3.280 0.763
H -1.804 3.302 1.309
H -2.177 3.310 -0.111
O -4.111 0.950 -0.852
H -3.547 1.421 -0.221
H -4.894 1.547 -0.960
O 2.464 3.551 -1.207
H 2.633 2.639 -1.072
H 1.508 3.591 -1.500
O 3.398 0.884 -1.468
H 3.913 0.982 -0.678
H 2.523 0.660 -1.183
O -2.221 -2.041 -0.754
H -1.405 -1.588 -0.846
H -2.448 -2.417 -1.614
O 2.728 2.651 2.354
H 2.134 2.037 2.025
H 3.569 2.386 2.012
O 0.398 -3.439 0.800
H 1.350 -3.198 0.912
H -0.020 -2.598 0.943
O -3.553 -0.760 1.513
H -3.830 0.048 1.864
H -2.974 -0.634 0.791
O -0.728 0.945 2.913
H -0.811 0.045 2.634
H -0.685 1.471 2.120
O -2.458 0.249 -2.905
H -1.709 0.414 -2.295
H -3.096 0.554 -2.250
O 2.882 -2.317 0.929
H 2.746 -1.498 1.391
H 3.082 -2.826 1.704
O -0.296 -1.946 -3.198
H 0.568 -1.639 -3.005
H -0.477 -2.570 -2.530
*
```

---

Here is BH32O14 as an isolated structure in a non-equilibrium geometry from the Open Molecules 2025 dataset. Energies are from the ωB97M-V functional and the def2-TZVPD basis.

The value obtained for the HOMO energy is -4.54 eV. For the energy relative to the best compared isomer or geometry (same formula, charge and spin), the calculation gives 649.7 kcal per mole. The value obtained for the largest force on an atom is 12.4 eV/A. For the LUMO energy, the calculation gives 2.80 eV.

ORCA input file:
```
! wB97M-V def2-TZVPD RIJCOSX def2/J DEFGRID3
* xyz -1 1
B -0.138 0.132 0.078
H 0.830 -0.342 0.040
H -0.725 -0.370 0.832
H -0.051 1.172 0.354
H -0.609 -0.013 -0.882
O 0.762 0.204 -1.909
H 0.429 0.235 -1.012
H 0.873 -0.729 -2.091
O -1.377 -0.439 -2.336
H -1.554 0.425 -1.964
H -0.441 -0.427 -2.537
O -0.301 -2.099 -0.267
H -1.184 -2.435 -0.422
H -0.418 -1.154 -0.167
O 3.017 -0.402 -1.122
H 2.398 0.270 -0.836
H 3.859 0.052 -1.168
O 1.028 2.782 1.675
H 0.357 3.412 1.413
H 1.239 2.309 0.870
O 1.923 -1.975 0.124
H 0.984 -1.788 0.151
H 2.337 -1.115 0.051
O -2.579 -0.264 -0.180
H -1.633 -0.226 -0.040
H -2.766 0.476 -0.758
O -1.843 1.703 1.671
H -1.023 1.329 1.347
H -2.525 1.264 1.163
O -2.387 -0.728 1.884
H -2.287 -0.591 0.942
H -1.508 -0.954 2.188
O -1.161 1.890 -1.381
H -0.377 2.417 -1.534
H -0.859 1.165 -0.834
O 0.686 -1.817 -2.125
H 0.221 -2.301 -2.807
H 0.129 -1.897 -1.351
O 0.854 -0.108 2.038
H 1.694 -0.549 1.907
H 0.616 0.216 1.169
O -0.699 -1.277 2.733
H -0.473 -1.340 3.661
H -0.061 -0.662 2.372
O 1.824 1.558 -0.011
H 0.987 1.095 -0.032
H 1.933 1.898 -0.899
*
```

---

Here is a 2-piece molecular cluster, BH3O overall in a non-equilibrium geometry from the Open Molecules 2025 dataset. Energies are from the ωB97M-V functional and the def2-TZVPD basis.

The value obtained for the HOMO energy is -9.53 eV. For the energy relative to the best compared isomer or geometry (same formula, charge and spin), the calculation gives 37.1 kcal per mole. The value obtained for the largest force on an atom is 5.1 eV/A. For the LUMO energy, the calculation gives 0.33 eV.

ORCA input file:
```
! wB97M-V def2-TZVPD RIJCOSX def2/J DEFGRID3
* xyz 0 1
B -0.256 -0.052 -0.002
O 1.029 -0.102 0.239
H -0.942 0.696 -0.581
H -1.353 -1.354 0.244
H 1.523 0.811 0.100
*
```

---

Here is BH4NO2 in the gas phase in a non-equilibrium geometry from the Open Molecules 2025 dataset. Energies are from the ωB97M-V functional and the def2-TZVPD basis.

The value obtained for the HOMO energy is -10.07 eV. For the energy relative to the best compared isomer or geometry (same formula, charge and spin), the calculation gives 46.0 kcal per mole. The value obtained for the largest force on an atom is 6.3 eV/A. As for the structure (SMILES): NB(O)O. For the LUMO energy, the calculation gives 0.33 eV.

ORCA input file:
```
! wB97M-V def2-TZVPD RIJCOSX def2/J DEFGRID3
* xyz 0 1
B -0.305 -0.060 0.089
N 0.771 0.568 0.544
O -1.507 -0.120 0.676
O -0.213 -0.567 -1.676
H 0.666 1.264 1.287
H 1.676 0.801 0.221
H -1.810 -0.985 0.480
H 0.723 -0.900 -1.621
*
```

---

Here is a 32-piece molecular cluster, BH66O31 overall in a non-equilibrium geometry from the Open Molecules 2025 dataset. Energies are from the ωB97M-V functional and the def2-TZVPD basis.

The value obtained for the HOMO energy is -7.52 eV. For the energy relative to the best compared isomer or geometry (same formula, charge and spin), the calculation gives 7.6 kcal per mole. The value obtained for the largest force on an atom is 4.2 eV/A. For the LUMO energy, the calculation gives 1.56 eV.

ORCA input file:
```
! wB97M-V def2-TZVPD RIJCOSX def2/J DEFGRID3
* xyz -1 1
B 0.093 -0.302 -0.163
H -0.907 -0.200 -0.555
H 0.832 -0.562 -0.905
H 0.338 0.570 0.424
H 0.044 -1.090 0.572
O 3.392 3.203 -3.184
H 2.908 3.957 -2.849
H 3.160 2.487 -2.593
O -0.164 -0.808 -2.973
H -0.335 -0.813 -2.032
H -0.269 -1.720 -3.241
O 2.432 -0.423 5.107
H 1.659 -0.930 5.357
H 2.100 0.240 4.503
O 1.721 5.184 -1.870
H 1.223 5.954 -1.596
H 2.042 4.803 -1.053
O -3.911 -0.473 -1.221
H -3.692 -0.176 -2.104
H -3.297 -1.187 -1.048
O -0.980 -4.345 -0.250
H -1.609 -4.004 0.385
H -0.548 -5.069 0.204
O 5.060 0.739 -2.532
H 4.646 1.102 -1.749
H 5.978 1.002 -2.462
O -1.144 4.739 -1.309
H -0.378 4.220 -1.554
H -1.400 4.400 -0.451
O 3.651 2.341 -0.472
H 3.621 3.247 -0.163
H 3.175 1.845 0.195
O 1.644 -3.015 -3.851
H 1.650 -3.086 -2.896
H 0.829 -3.440 -4.118
O 2.700 0.159 1.172
H 3.203 -0.542 0.757
H 1.827 0.090 0.786
O 1.288 -3.171 -1.168
H 1.217 -2.258 -0.887
H 0.523 -3.600 -0.786
O 3.696 -0.973 -3.984
H 3.089 -1.405 -3.384
H 4.170 -0.347 -3.436
O -2.411 -0.268 -4.453
H -2.842 0.494 -4.065
H -1.533 -0.267 -4.071
O 2.470 -5.409 0.083
H 2.986 -5.147 0.845
H 2.330 -4.596 -0.402
O 4.689 -2.178 0.245
H 4.776 -3.075 -0.077
H 5.588 -1.853 0.296
O -1.038 5.272 2.310
H -1.360 4.421 2.013
H -1.822 5.817 2.370
O -0.075 1.976 5.556
H 0.458 2.151 4.781
H -0.956 2.261 5.311
O -1.257 2.029 -1.312
H -1.959 1.808 -1.923
H -0.973 1.186 -0.957
O -2.789 -3.339 4.577
H -3.657 -3.352 4.175
H -2.543 -2.414 4.588
O -3.558 1.779 -3.227
H -4.350 2.138 -2.826
H -3.260 2.464 -3.825
O 0.533 1.966 2.918
H 1.140 2.485 2.390
H 0.477 1.126 2.463
O 1.460 -0.473 -5.479
H 1.286 -1.407 -5.360
H 2.297 -0.326 -5.038
O -2.375 0.340 2.026
H -1.852 0.236 1.231
H -2.401 1.285 2.175
O -3.064 -0.554 4.818
H -3.422 0.249 5.198
H -2.603 -0.262 4.032
O -2.459 3.285 0.745
H -3.353 3.366 0.413
H -1.983 2.836 0.046
O -0.402 -1.346 3.115
H 0.118 -1.731 2.409
H -1.085 -0.848 2.666
O -3.304 -4.091 1.204
H -3.616 -4.048 2.107
H -4.024 -4.496 0.720
O -4.955 -0.685 1.385
H -4.012 -0.530 1.449
H -5.043 -1.638 1.409
O 0.183 1.619 -4.102
H 0.423 0.717 -4.313
H 0.010 1.608 -3.161
O 0.078 -2.058 5.567
H -0.151 -2.979 5.691
H -0.097 -1.889 4.641
*
```